The following is a DFT calculation (ωB97M-V/def2-TZVPD) of a structure of composition C22H22F6N15O8S3Se2Sr in a non-equilibrium geometry.

Each line ends with the Löwdin charge.
CARTESIAN COORDINATES (ANGSTROEM)
Sr1 0.294 -0.619 -0.673  1.33
F1 -0.734 0.417 -5.465  0.14
C1 -1.485 1.244 -4.748  -0.66
F2 -1.206 2.493 -5.130  0.12
F3 -2.759 0.981 -5.007  0.16
S1 -1.233 1.153 -2.899  0.55
O1 0.170 1.383 -2.566  -0.34
O2 -2.197 2.121 -2.485  -0.25
N1 -1.704 -0.274 -2.457  -0.36
S2 -0.978 -1.590 -3.162  0.61
O3 -0.715 -2.630 -2.177  -0.38
O4 -1.673 -1.944 -4.352  -0.25
C2 1.007 -1.410 -3.708  -0.62
F4 1.070 -2.516 -4.447  0.13
F5 1.876 -1.514 -2.689  0.07
F6 1.349 -0.375 -4.434  0.16
Se1 0.612 -4.331 2.226  0.67
Se2 0.838 -1.982 2.095  0.69
C3 -0.500 -1.441 3.335  -0.69
C4 -0.072 -0.725 4.443  -0.11
C5 -1.051 -0.186 5.266  -0.07
C6 -2.380 -0.411 4.959  -0.07
C7 -2.688 -1.171 3.840  -0.14
N2 -1.762 -1.677 3.029  0.05
C8 1.868 -4.398 0.751  -0.74
C9 1.358 -4.483 -0.539  -0.13
C10 2.252 -4.433 -1.601  -0.07
C11 3.599 -4.284 -1.326  -0.06
C12 3.997 -4.215 0.004  -0.13
N3 3.158 -4.281 1.031  0.05
H1 0.979 -0.560 4.625  0.10
H2 -0.767 0.413 6.121  0.11
H3 -3.176 0.007 5.561  0.10
H4 -3.720 -1.364 3.573  0.10
H5 0.292 -4.565 -0.701  0.09
H6 1.889 -4.484 -2.620  0.11
H7 4.335 -4.197 -2.112  0.11
H8 5.046 -4.086 0.246  0.11
N4 2.345 1.856 1.657  0.14
C13 2.984 1.162 0.644  -0.50
N5 4.172 1.501 0.173  0.02
N6 4.467 0.529 -0.709  -0.11
N7 3.512 -0.334 -0.761  -0.12
N8 2.526 0.031 0.107  -0.17
C14 0.990 1.734 1.891  -0.51
N9 0.301 2.461 2.753  0.04
N10 -0.971 2.018 2.615  -0.09
N11 -1.027 1.082 1.733  -0.08
N12 0.223 0.852 1.255  -0.20
H9 2.778 2.714 1.950  0.13
C15 -3.426 4.917 -7.732  -0.11
C16 -3.314 4.559 -6.257  -0.30
S3 -2.179 5.659 -5.439  0.64
O5 -2.594 7.019 -5.697  -0.31
O6 -0.831 5.265 -5.780  -0.32
C17 -2.445 5.298 -3.722  -0.21
C18 -1.473 6.095 -2.851  -0.13
N13 -1.147 5.370 -1.627  0.04
C19 -0.029 4.627 -1.426  -0.33
N14 -0.026 4.042 -0.238  0.15
C20 -1.178 4.416 0.373  -0.03
C21 -1.884 5.238 -0.461  -0.15
N15 -3.161 5.812 -0.230  -0.34
O7 -3.716 6.410 -1.150  0.05
O8 -3.633 5.692 0.884  0.08
C22 1.065 4.501 -2.426  0.01
H10 -4.153 4.262 -8.211  0.08
H11 -2.468 4.786 -8.235  0.08
H12 -3.749 5.948 -7.856  0.07
H13 -2.921 3.555 -6.108  0.08
H14 -4.271 4.645 -5.740  0.11
H15 -2.294 4.226 -3.592  0.08
H16 -3.478 5.547 -3.487  0.10
H17 -1.901 7.056 -2.592  0.13
H18 -0.536 6.263 -3.379  0.12
H19 -1.451 4.069 1.356  0.09
H20 1.666 5.413 -2.465  0.09
H21 0.683 4.305 -3.429  0.08
H22 1.705 3.679 -2.118  0.08

Computed properties:
Multiplicity: 1
Net charge: -1
ΔE to the lowest compared entry with this formula, charge and spin: 2.698 eV


The following is a DFT calculation (ωB97M-V/def2-TZVPD) of a structure of composition C22H22FN5OS in a non-equilibrium geometry.

Each line ends with the Löwdin charge.
CARTESIAN COORDINATES (ANGSTROEM)
C1 -1.544 -5.829 0.449  0.04
C2 -1.381 -4.416 -0.039  -0.37
N1 -1.695 -3.324 0.755  0.13
N2 -1.605 -2.357 -0.001  -0.11
C3 -1.210 -2.881 -1.364  -0.58
N3 -1.201 -4.101 -1.221  0.13
S1 -1.070 -1.460 -2.036  1.10
C4 -1.486 -0.244 -0.997  -0.44
C5 -1.851 -0.953 0.136  -0.30
O1 -2.172 -0.566 1.416  0.15
H1 -2.485 -1.082 2.003  0.00
C6 -1.573 1.330 -1.157  -0.13
N4 -0.263 1.737 -0.697  -0.17
C7 0.214 1.700 0.783  -0.01
C8 1.237 0.475 0.675  -0.32
N5 2.254 0.777 0.020  -0.09
C9 3.626 0.137 0.180  -0.14
C10 4.685 0.800 -0.407  -0.21
C11 6.107 0.519 -0.303  0.10
C12 6.183 -0.564 0.787  -0.09
C13 5.076 -1.177 1.219  -0.10
C14 3.722 -0.636 1.196  -0.02
H2 3.007 -1.095 1.597  0.04
H3 5.203 -1.922 2.194  0.16
H4 7.210 -0.787 0.634  0.08
H5 6.908 0.912 -0.760  0.06
F1 4.592 1.706 -1.359  0.06
C15 1.876 1.126 -1.495  -0.06
C16 0.737 2.068 -1.389  -0.38
H6 1.364 2.988 -1.135  0.14
H7 0.445 2.340 -2.564  0.18
H8 1.336 0.002 -1.931  0.16
H9 2.690 1.234 -2.119  0.07
H10 0.769 -0.609 0.535  0.16
H11 1.601 0.381 1.826  0.17
H12 0.703 2.724 1.176  0.18
H13 -0.629 1.360 1.207  0.04
C17 -2.727 1.835 -0.157  -0.25
C18 -3.968 1.232 -0.601  0.07
C19 -5.221 1.840 0.029  -0.03
C20 -4.972 2.799 0.841  -0.22
C21 -3.979 3.591 1.097  0.07
C22 -2.782 2.952 0.336  -0.03
H14 -1.792 3.362 0.458  0.12
H15 -3.898 4.496 1.356  0.04
H16 -5.798 3.218 1.103  0.07
H17 -5.966 1.100 -0.180  0.10
H18 -3.872 0.138 -1.170  0.17
H19 -1.502 1.515 -2.239  0.15
H20 -0.747 -6.220 0.289  -0.03
H21 -1.885 -5.853 1.352  0.02
H22 -2.273 -6.316 -0.328  0.14

Computed properties:
Multiplicity: 1
Net charge: 0


The following is a DFT calculation (ωB97M-V/def2-TZVPD) of a cluster of 2 separate species, C22H22FNO6S in total in a non-equilibrium geometry.

Each line ends with the Löwdin charge.
CARTESIAN COORDINATES (ANGSTROEM)
C1 -2.185 2.677 -3.088  -0.04
C2 -1.868 2.334 -1.773  -0.14
C3 -1.236 0.949 -1.341  -0.14
C4 0.309 0.947 -1.485  -0.10
C5 0.849 1.404 -2.783  -0.02
C6 2.279 1.458 -3.074  -0.47
S1 2.802 2.045 -4.729  0.75
C7 3.219 1.063 -2.004  -0.10
C8 4.742 1.130 -2.341  -0.17
O1 5.418 2.242 -1.701  -0.11
N1 6.732 1.825 -1.515  -0.05
O2 7.178 2.271 -0.528  0.08
C9 2.683 0.636 -0.722  0.01
C10 1.225 0.545 -0.427  0.01
C11 0.759 0.041 0.950  -0.25
O3 -0.290 0.291 1.499  0.09
C12 1.767 -0.848 1.754  -0.04
C13 1.346 -1.766 2.810  0.00
C14 2.351 -2.545 3.553  -0.05
C15 3.781 -2.489 3.275  0.02
C16 4.200 -1.562 2.214  -0.16
F1 5.547 -1.497 1.948  0.05
C17 3.222 -0.772 1.506  0.01
C18 3.660 0.255 0.408  -0.25
O4 4.768 0.728 0.546  0.11
H1 -1.590 3.482 -3.609  0.07
H2 -3.011 2.227 -3.699  0.06
H3 -2.093 3.067 -0.956  0.11
H4 -1.670 0.163 -2.028  0.13
H5 -1.627 0.731 -0.321  0.08
H6 0.173 1.709 -3.622  0.09
H7 2.934 0.952 -5.547  -0.11
H8 5.190 0.189 -1.908  0.13
H9 4.959 1.134 -3.435  0.09
H10 0.268 -1.839 3.064  0.11
H11 1.999 -3.220 4.374  0.11
H12 4.528 -3.090 3.849  0.12
C19 -3.315 -2.542 1.675  -0.11
O5 -3.948 -1.603 2.529  -0.19
C20 -3.726 -0.258 2.113  -0.20
C21 -4.949 0.313 1.416  -0.20
O6 -5.175 -0.323 0.162  -0.20
C22 -6.234 -1.266 0.215  -0.11
H13 -3.674 -3.537 1.942  0.09
H14 -3.551 -2.356 0.624  0.08
H15 -2.230 -2.510 1.822  0.08
H16 -2.842 -0.187 1.472  0.09
H17 -3.532 0.326 3.018  0.13
H18 -4.772 1.373 1.208  0.12
H19 -5.833 0.239 2.058  0.13
H20 -7.194 -0.746 0.301  0.09
H21 -6.114 -1.961 1.049  0.08
H22 -6.228 -1.834 -0.716  0.09

Computed properties:
Multiplicity: 1
SMILES: C=CCc1cc(S)c(CON=O)c2c1C(=O)c1cccc(F)c1C2=O.COCCOC
Net charge: 0
ΔE to the lowest compared entry with this formula, charge and spin: 11.761 eV


The following is a DFT calculation (ωB97M-V/def2-TZVPD) of an isolated molecule of C22H22N2O3.

Each line ends with the Löwdin charge.
CARTESIAN COORDINATES (ANGSTROEM)
C1 -8.188 -0.823 0.374  -0.10
O1 -7.263 -0.930 -0.677  -0.09
C2 -5.949 -0.650 -0.413  -0.29
C3 -5.444 -0.251 0.817  -0.03
C4 -4.092 0.002 0.970  -0.02
C5 -3.202 -0.117 -0.098  -0.23
N1 -1.854 0.129 0.073  -0.11
C6 -1.363 1.023 1.093  -0.14
C7 -0.229 1.886 0.538  -0.12
N2 0.884 1.043 0.152  -0.04
C8 2.140 1.500 0.112  -0.17
C9 2.335 2.982 0.113  0.01
C10 3.244 0.657 0.054  -0.04
C11 3.323 -0.698 0.586  -0.32
O2 2.508 -1.283 1.284  0.07
C12 4.683 -1.199 0.253  -0.09
C13 5.254 -2.432 0.490  0.00
C14 6.570 -2.632 0.086  -0.07
C15 7.290 -1.619 -0.527  -0.07
C16 6.717 -0.373 -0.758  0.00
C17 5.409 -0.178 -0.363  -0.09
C18 4.560 1.038 -0.464  -0.31
O3 4.921 2.108 -0.925  0.07
C19 0.509 -0.282 -0.290  -0.12
C20 -0.880 -0.252 -0.920  -0.14
C21 -3.722 -0.520 -1.333  -0.02
C22 -5.066 -0.785 -1.483  0.00
H1 -8.238 0.198 0.767  0.09
H2 -7.953 -1.514 1.191  0.09
H3 -9.154 -1.090 -0.053  0.09
H4 -6.088 -0.143 1.675  0.10
H5 -3.732 0.278 1.949  0.10
H6 -2.171 1.683 1.422  0.12
H7 -0.993 0.466 1.966  0.14
H8 0.094 2.589 1.309  0.13
H9 -0.602 2.460 -0.320  0.14
H10 2.330 3.362 1.135  0.10
H11 1.557 3.491 -0.452  0.09
H12 3.305 3.210 -0.323  0.07
H13 4.688 -3.215 0.972  0.12
H14 7.039 -3.591 0.255  0.10
H15 8.312 -1.799 -0.826  0.10
H16 7.271 0.424 -1.229  0.12
H17 0.528 -0.995 0.542  0.12
H18 1.243 -0.619 -1.026  0.14
H19 -0.878 0.434 -1.784  0.13
H20 -1.116 -1.256 -1.285  0.13
H21 -3.078 -0.622 -2.191  0.10
H22 -5.460 -1.095 -2.437  0.12

Computed properties:
Multiplicity: 1
SMILES: COc1ccc(N2CCN(C(C)=C3C(=O)c4ccccc4C3=O)CC2)cc1
Net charge: 0
ΔE to the lowest compared entry with this formula, charge and spin: 2.769 eV


The following is a DFT calculation (ωB97M-V/def2-TZVPD) of a structure of composition C22H22N3PtS4Sb.

Each line ends with the Löwdin charge.
CARTESIAN COORDINATES (ANGSTROEM)
Pt1 -1.766 1.424 1.555  0.72
C1 2.270 -2.607 0.185  -0.02
C2 2.273 -2.244 -1.275  -0.22
C3 2.587 -3.194 -2.245  -0.03
C4 2.596 -2.873 -3.593  -0.07
C5 2.289 -1.585 -4.007  -0.07
C6 1.959 -0.628 -3.062  -0.01
C7 1.952 -0.955 -1.711  -0.22
N1 1.585 0.046 -0.756  0.15
C8 0.336 0.137 -0.229  -0.35
N2 -0.526 -0.840 -0.543  0.17
C9 -1.878 -0.993 -0.177  -0.19
C10 -2.571 -0.124 0.664  -0.29
C11 -3.928 -0.345 0.925  -0.12
C12 -4.564 -1.437 0.370  -0.06
C13 -3.862 -2.313 -0.448  -0.04
C14 -2.526 -2.110 -0.736  -0.21
C15 -1.786 -3.059 -1.644  -0.04
N3 -0.003 1.126 0.558  -0.07
C16 0.935 2.175 0.822  -0.29
C17 0.882 3.325 0.042  -0.03
C18 1.754 4.371 0.288  -0.07
C19 2.674 4.264 1.322  -0.07
C20 2.709 3.122 2.106  -0.03
C21 1.841 2.058 1.880  -0.22
C22 1.873 0.831 2.749  -0.02
H1 2.910 -3.469 0.367  0.09
H2 1.264 -2.866 0.524  0.08
H3 2.615 -1.778 0.799  0.06
H4 2.841 -4.199 -1.931  0.12
H5 2.850 -3.630 -4.323  0.11
H6 2.299 -1.329 -5.057  0.11
H7 1.699 0.380 -3.361  0.12
H8 2.168 0.862 -0.644  0.16
H9 -0.175 -1.529 -1.190  0.10
H10 -4.485 0.336 1.554  0.03
H11 -5.613 -1.601 0.578  0.11
H12 -4.365 -3.170 -0.879  0.11
H13 -2.448 -3.864 -1.956  0.08
H14 -0.926 -3.520 -1.147  0.08
H15 -1.426 -2.565 -2.552  0.09
H16 0.131 3.392 -0.736  0.12
H17 1.704 5.269 -0.312  0.11
H18 3.353 5.080 1.529  0.11
H19 3.413 3.056 2.927  0.12
H20 2.412 1.031 3.673  0.08
H21 2.375 0.003 2.244  0.07
H22 0.867 0.497 3.006  0.07
S1 -6.365 2.336 2.780  -0.18
Sb1 -4.418 3.423 2.924  -0.12
S2 -2.681 1.789 3.546  0.00
S3 -3.131 3.065 0.816  0.04
S4 -3.970 5.428 3.781  -0.18

Computed properties:
Multiplicity: 1
Net charge: 0


Quick rundown of HOMO-LUMO gap, same order as above: 7.1 8.1 6.8 7.6 6.0 eV
Quick rundown of energy, same order as above: -8902.183503 -1697.883943 -1855.425567 -1186.756569 -2968.178032 Ha
Quick rundown of HOMO energy, same order as above: -5.37 -7.68 -8.16 -7.42 -7.62 eV